Entry 1:
ORCA calculation (wB97M-V/def2-TZVPD) on the molecule C4H6OS at a distorted geometry.

Values from the calculation:
E_HOMO = -0.2968 hartree
SMILES = C1=CSOCC1
strongest force on any atom = 4.32 eV/Å
total energy = -17125.0680 eV
lowest unoccupied orbital energy = 0.035 hartree
HOMO-LUMO gap = 9.02 eV
energy relative to the best compared isomer or geometry (same formula, charge and spin) = 3.0619 eV

Last column: Mulliken charge in e.
Positions of all 12 atoms, in Å:
C 0.1665 1.1402 -0.0564  -0.43
C -1.1297 1.5482 -0.2082  -0.33
S -2.2884 0.0332 -0.1523  0.00
O -1.2799 -1.1916 0.3400  -0.33
C -0.0272 -1.3192 -0.4248  -0.54
C 0.7660 -0.2053 0.0880  -0.04
H 0.8330 1.8636 0.3747  0.28
H -1.5586 2.5575 -0.3256  0.35
H -0.3250 -1.0114 -1.5071  0.28
H 0.2029 -2.4592 -0.5064  0.26
H 1.7056 -0.0446 -0.5354  0.25
H 1.1490 -0.2618 1.2364  0.24

***

Entry 2:
ORCA calculation (wB97M-V/def2-TZVPD) on the molecule C4H6OS at a distorted geometry.

Values from the calculation:
E_HOMO = -0.3194 hartree
strongest force on any atom = 4.30 eV/Å
total energy = -17124.8572 eV
lowest unoccupied orbital energy = -0.003 hartree
HOMO-LUMO gap = 8.60 eV
energy relative to the best compared isomer or geometry (same formula, charge and spin) = 3.2727 eV

Last column: Mulliken charge in e.
Positions of all 12 atoms, in Å:
C 0.9368 0.9141 -1.4073  -0.47
C -0.6680 0.3258 0.6698  -0.56
C 0.0408 -0.9173 0.1765  -0.49
C 0.6948 0.4529 -0.0413  0.00
O 2.3720 1.8023 -3.3650  -0.51
S 2.4586 1.4320 -1.9735  0.31
H 0.0881 0.8890 -1.9787  0.38
H -1.6050 0.7672 0.1547  0.21
H -0.6650 0.6389 1.6569  0.27
H 0.3431 -1.7109 0.8503  0.25
H -0.4327 -1.5607 -0.6625  0.22
H 1.5831 0.6204 0.4510  0.39

***

Entry 3:
ORCA calculation (wB97M-V/def2-TZVPD) on the molecule C4H6OS at a distorted geometry.

Values from the calculation:
E_HOMO = -0.3386 hartree
SMILES = S=COC1CC1
strongest force on any atom = 5.43 eV/Å
total energy = -17124.6389 eV
lowest unoccupied orbital energy = -0.013 hartree
HOMO-LUMO gap = 8.85 eV
energy relative to the best compared isomer or geometry (same formula, charge and spin) = 3.4910 eV

Last column: Mulliken charge in e.
Positions of all 12 atoms, in Å:
S -3.6568 -0.1508 -0.1616  -0.22
C -2.1850 -0.3194 0.3782  0.06
O -1.0168 0.6515 -0.0745  -0.34
C 0.2081 0.2803 0.3442  -0.02
C 1.1409 -0.6298 -0.4078  -0.53
C 1.3882 0.8150 -0.4068  -0.45
H -1.8166 -0.8824 1.2916  0.26
H 0.1355 0.0434 1.4416  0.29
H 0.5780 -1.0738 -1.3506  0.17
H 1.8857 -1.3411 -0.1419  0.31
H 2.1330 1.0873 0.3480  0.23
H 1.2057 1.5198 -1.2604  0.24

***

Entry 4:
ORCA calculation (wB97M-V/def2-TZVPD) on the molecule C4H6OS at a distorted geometry.

Values from the calculation:
E_HOMO = -0.3263 hartree
strongest force on any atom = 2.85 eV/Å
total energy = -17119.9307 eV
lowest unoccupied orbital energy = -0.045 hartree
HOMO-LUMO gap = 7.64 eV
energy relative to the best compared isomer or geometry (same formula, charge and spin) = 8.1992 eV

Last column: Mulliken charge in e.
Positions of all 12 atoms, in Å:
C 1.2533 -0.2904 1.0678  -0.07
C -1.2242 -0.4064 1.0083  -0.14
C 2.0433 0.2951 0.0258  -0.77
C -2.0047 0.2593 -0.0430  -0.82
O -0.1128 -1.2660 -1.2150  -0.61
S 0.0511 -1.3047 0.2412  0.47
H 1.6628 0.0861 -0.9824  0.30
H 3.1089 0.2776 0.2461  0.34
H 1.8684 1.4390 0.1390  0.28
H -2.7839 -0.4493 0.0804  0.31
H -1.4617 0.2558 -0.9617  0.37
H -2.4004 1.1041 0.3936  0.35

***

Entry 5:
ORCA calculation (wB97M-V/def2-TZVPD) on a 2-piece molecular cluster, C4H6OS overall at a distorted geometry.

Values from the calculation:
<S²> = 2.006
E_HOMO (spin up / spin down) = -0.2627 / -0.3230 hartree
strongest force on any atom = 3.33 eV/Å
total energy = -17123.3850 eV
spin multiplicity = 3
lowest unoccupied orbital energy (spin up / spin down) = 0.025 / -0.085 hartree
HOMO-LUMO gap (spin up / spin down) = 7.83 / 6.49 eV
energy relative to the best compared isomer or geometry (same formula, charge and spin) = 1.5096 eV

Last column: Mulliken spin population.
Positions of all 12 atoms, in Å:
C 1.7641 -0.8083 0.1118  -0.01
C -1.7991 -0.8290 -0.8964  0.64
C 1.2051 0.3625 -0.1200  0.02
C 0.5062 1.0895 0.9785  0.01
O 2.0282 -1.9264 0.1580  0.00
S -2.8632 -0.8463 -2.1238  1.23
H -1.9845 -0.2592 0.0962  0.06
H -0.8432 -1.3304 -0.9225  0.06
H 1.0066 0.6977 -1.1021  0.00
H 1.1740 1.8782 1.3381  0.00
H 0.2966 0.3512 1.8341  0.00
H -0.4907 1.6206 0.6479  -0.01

***

Entry 6:
ORCA calculation (wB97M-V/def2-TZVPD) on the molecule C4H6OS at a distorted geometry.

Values from the calculation:
<S²> = 2.016
E_HOMO (spin up / spin down) = -0.2421 / -0.3609 hartree
strongest force on any atom = 3.59 eV/Å
total energy = -17123.4566 eV
spin multiplicity = 3
lowest unoccupied orbital energy (spin up / spin down) = 0.030 / -0.070 hartree
HOMO-LUMO gap (spin up / spin down) = 7.40 / 7.92 eV
energy relative to the best compared isomer or geometry (same formula, charge and spin) = 1.4381 eV

Last column: Mulliken spin population.
Positions of all 12 atoms, in Å:
C 1.6547 1.0080 0.3603  0.00
C 1.9264 -0.2667 -0.1045  0.57
C -0.6610 -0.3378 -0.5077  0.80
C -2.0764 -0.4881 -0.0124  -0.04
O 0.5782 1.4560 0.6497  0.29
S 0.5469 -1.3449 -0.0346  0.25
H 2.6334 1.4048 0.6254  0.02
H 2.9027 -0.6174 -0.3304  0.02
H -0.3502 0.4172 -1.1123  0.00
H -2.8244 -1.1949 -0.5135  0.05
H -2.4791 0.5704 -0.1108  0.02
H -1.8513 -0.6066 1.0908  0.03

***

Entry 7:
ORCA calculation (wB97M-V/def2-TZVPD) on the molecule C4H6OS2 at a distorted geometry.

Values from the calculation:
E_HOMO = -0.3177 hartree
SMILES = S=COC[C@@H]1CS1
strongest force on any atom = 4.69 eV/Å
total energy = -27959.1409 eV
lowest unoccupied orbital energy = 0.019 hartree
HOMO-LUMO gap = 9.17 eV
energy relative to the best compared isomer or geometry (same formula, charge and spin) = 4.1377 eV

Last column: Mulliken charge in e.
Positions of all 13 atoms, in Å:
S -2.7232 -0.9633 0.1862  -0.40
C -2.3524 0.5029 -0.1649  0.24
O -1.0986 0.8383 -0.4192  -0.24
C -0.1585 -0.3786 -0.6950  -0.65
C 0.9438 -0.5506 0.3862  -0.07
C 1.8590 0.5725 0.6495  -0.52
S 2.5610 -0.7137 -0.2993  -0.17
H -3.1605 1.3690 -0.0180  0.26
H -0.7105 -1.5899 -0.6104  0.32
H 0.2447 -0.2325 -1.8784  0.30
H 0.4897 -1.0935 1.1591  0.45
H 1.6542 1.6212 0.0527  0.21
H 2.4512 0.6181 1.6513  0.29

***

Entry 8:
ORCA calculation (wB97M-V/def2-TZVPD) on the molecule C4H6OS2 at a distorted geometry.

Values from the calculation:
E_HOMO (spin up / spin down) = -0.3232 / -0.3233 hartree
strongest force on any atom = 4.91 eV/Å
total energy = -27961.1682 eV
lowest unoccupied orbital energy (spin up / spin down) = -0.057 / -0.057 hartree
HOMO-LUMO gap (spin up / spin down) = 7.24 / 7.24 eV
energy relative to the best compared isomer or geometry (same formula, charge and spin) = 2.1104 eV

Last column: Mulliken charge in e.
Positions of all 13 atoms, in Å:
C 0.8157 -0.4213 -0.3466  0.68
C -0.0409 0.7377 0.1381  0.50
C 0.1314 -1.7065 -0.5985  -0.97
C 0.3623 1.6087 1.1839  -1.16
O 1.9813 -0.2760 -0.6236  -0.51
S -1.6250 0.9323 -0.4476  0.00
S -2.6519 -0.2404 -1.8214  -0.32
H -0.6083 -1.5764 -1.4870  0.18
H -0.5003 -1.9776 0.4160  0.29
H 0.8411 -2.5505 -0.7339  0.29
H -0.5131 2.2469 1.4497  0.43
H 1.1945 2.1765 0.8028  0.28
H 0.6132 1.0466 2.0680  0.30